No. 1
# C2H4O4S2

C2H4O4S2 as an isolated structure at a distorted geometry (ωB97M-V/def2-TZVPD, OMol25).

Last column: Mulliken charge in e.
Geometry (Å):
C -1.51 -0.44 -1.36  -0.48
C 0.19 0.48 1.33  -0.19
O -0.62 -0.57 1.32  -0.50
O 1.08 1.17 -0.96  -0.51
O 2.75 0.02 0.41  -0.59
O 0.80 -1.34 -0.55  -0.25
S -0.81 -1.43 -0.34  0.23
S 1.35 0.17 -0.01  0.99
H -2.55 -0.34 -1.21  0.34
H -0.87 0.25 -1.96  0.29
H -0.46 1.32 1.14  0.25
H 0.66 0.71 2.19  0.41

Properties
- ΔE to the lowest compared entry with this formula, charge and spin: 503.0 kJ/mol
- Molar mass: 156.18 Da
- E_tot: -1175.78486 Eh
- HOMO energy: -9.414 eV

***

No. 2
# C2H4O7S

One molecule with the formula C2H4O7S at a distorted geometry (ωB97M-V/def2-TZVPD, OMol25).

Last column: Mulliken charge in e.
Geometry (Å):
O -0.98 0.55 -1.29  -0.58
C 0.06 -0.06 -1.11  -0.01
C 0.38 -0.22 0.46  0.72
O -0.58 -1.16 0.79  -0.52
O 1.69 -0.59 0.63  -0.53
O 0.11 0.98 1.17  -0.36
S 0.69 2.23 0.45  1.23
O 1.43 3.15 1.21  -0.54
O 1.31 1.61 -0.71  -0.56
O -0.71 2.90 0.01  -0.44
H 0.66 -0.66 -1.79  0.37
H -0.59 -1.19 1.79  0.35
H 2.11 -0.30 -0.17  0.41
H -1.24 2.20 -0.39  0.45

Properties
- ΔE to the lowest compared entry with this formula, charge and spin: 44.2 kJ/mol
- Molar mass: 172.11 Da
- E_tot: -1003.42928 Eh
- HOMO energy: -10.735 eV

***

No. 3
# C2H4OP2

One molecule with the formula C2H4OP2 at a distorted geometry (ωB97M-V/def2-TZVPD, OMol25).

Last column: Mulliken charge in e.
Geometry (Å):
C -0.82 2.22 -0.83  -0.72
C 0.37 -2.30 0.93  -0.35
O 0.95 0.08 -1.05  -0.53
P 0.73 -0.89 1.69  0.12
P 0.03 0.85 -0.22  0.40
H -0.55 2.86 -1.64  0.28
H -1.42 2.79 -0.18  0.27
H 0.85 -3.15 1.40  0.29
H -0.14 -2.46 -0.09  0.24

Properties
- ΔE to the lowest compared entry with this formula, charge and spin: 192.2 kJ/mol
- Molar mass: 106.00 Da
- E_tot: -836.41708 Eh
- HOMO energy (spin up / spin down): -8.536 / -8.536 eV

***

No. 4
# C2H4OS

One molecule with the formula C2H4OS at a distorted geometry (ωB97M-V/def2-TZVPD, OMol25).

Last column: Mulliken charge in e.
Geometry (Å):
S -1.42 -0.15 1.21  -0.21
C -0.06 -0.86 0.31  0.02
C 0.50 0.48 -0.72  -0.48
O 1.06 -0.01 0.46  -0.33
H -0.79 1.00 1.15  0.11
H -0.08 -1.88 -0.06  0.35
H 0.95 0.13 -1.71  0.25
H -0.16 1.29 -0.64  0.29

Properties
- ΔE to the lowest compared entry with this formula, charge and spin: 308.7 kJ/mol
- Molar mass: 76.12 Da
- E_tot: -551.91110 Eh
- HOMO energy: -8.328 eV

***

No. 5
# C2H4OS

One molecule with the formula C2H4OS at a distorted geometry (ωB97M-V/def2-TZVPD, OMol25).

Last column: Mulliken charge in e.
Geometry (Å):
O -0.79 -1.35 -1.08  -0.41
C -1.02 -0.53 -0.22  0.22
C 0.02 0.59 0.23  -0.65
S 1.98 0.47 -0.13  -0.20
H -2.06 -0.46 0.39  0.24
H -0.11 1.46 -0.28  0.29
H 0.15 0.75 1.31  0.35
H 1.84 -0.93 -0.22  0.15

Properties
- ΔE to the lowest compared entry with this formula, charge and spin: 149.9 kJ/mol
- Molar mass: 76.12 Da
- E_tot: -551.97158 Eh
- HOMO energy: -9.334 eV

***

No. 6
# C2H4OS

One molecule with the formula C2H4OS at a distorted geometry (ωB97M-V/def2-TZVPD, OMol25).

Last column: Mulliken charge in e.
Geometry (Å):
C 0.29 0.98 -0.51  -0.48
O 0.72 -0.24 0.01  -0.31
C -0.42 -1.20 0.63  0.03
S -0.03 -2.55 1.34  -0.21
H 0.31 0.96 -1.71  0.17
H 1.12 1.65 -0.17  0.18
H -0.68 1.18 -0.02  0.31
H -1.31 -0.79 0.43  0.32

Properties
- ΔE to the lowest compared entry with this formula, charge and spin: 226.5 kJ/mol
- Molar mass: 76.12 Da
- E_tot: -551.94242 Eh
- HOMO energy: -9.534 eV

***

No. 7
# C2H4OS

C2H4OS as an isolated structure at a distorted geometry (ωB97M-V/def2-TZVPD, OMol25).

Last column: Mulliken charge in e.
Geometry (Å):
C -0.06 0.22 -1.67  -0.96
C 0.41 0.03 -0.25  0.65
H -0.65 -0.57 -2.16  0.33
H -0.64 1.18 -1.69  0.26
H 0.78 0.37 -2.49  0.27
H -1.93 -1.11 0.46  0.13
O 1.45 0.14 0.22  -0.39
S -0.71 -0.16 0.98  -0.29

Properties
- ΔE to the lowest compared entry with this formula, charge and spin: 159.5 kJ/mol
- Molar mass: 76.12 Da
- E_tot: -551.96793 Eh
- HOMO energy: -9.661 eV

***

No. 8
# C2H4OS

One molecule with the formula C2H4OS at a distorted geometry (ωB97M-V/def2-TZVPD, OMol25).

Last column: Mulliken charge in e.
Geometry (Å):
C -0.11 -1.27 0.07  -0.58
S 1.13 -0.03 0.47  0.50
C -0.29 1.27 0.20  -0.87
O 2.04 -0.21 -0.65  -0.55
H -1.07 -1.13 0.67  0.32
H -0.25 -1.35 -1.05  0.31
H -0.59 1.48 -0.73  0.42
H -0.87 1.24 1.01  0.46

Properties
- ΔE to the lowest compared entry with this formula, charge and spin: 522.7 kJ/mol
- Molar mass: 76.12 Da
- E_tot: -551.82960 Eh
- HOMO energy (spin up / spin down): -9.192 / -9.290 eV

***

No. 9
# C2H4OS2

One molecule with the formula C2H4OS2 at a distorted geometry (ωB97M-V/def2-TZVPD, OMol25).

Last column: Mulliken charge in e.
Geometry (Å):
C -1.27 -0.37 1.36  -0.47
C -0.04 -0.35 0.93  -0.40
S 0.56 -1.39 -0.78  0.04
O 0.61 -0.15 -1.84  -0.24
S 1.41 1.31 -1.54  -0.02
H -1.23 0.07 2.36  0.23
H -2.25 -0.84 1.04  0.26
H 0.63 0.29 1.36  0.44
H 1.57 1.44 -2.90  0.17

Properties
- ΔE to the lowest compared entry with this formula, charge and spin: 341.4 kJ/mol
- Molar mass: 108.19 Da
- E_tot: -950.07866 Eh
- HOMO energy: -8.493 eV

***

No. 10
# C2H4OS2

One molecule with the formula C2H4OS2 at a distorted geometry (ωB97M-V/def2-TZVPD, OMol25).

Last column: Mulliken charge in e.
Geometry (Å):
S 1.70 1.19 -0.95  -0.26
C 0.48 0.01 -0.80  -0.22
O 0.72 -1.36 -0.23  -0.37
C -0.18 -0.50 0.44  0.08
S -1.94 -0.95 0.42  -0.18
H 1.08 1.99 0.06  0.13
H 0.03 -0.06 -1.77  0.31
H 0.18 -0.05 1.31  0.41
H -2.07 -0.26 1.52  0.10

Properties
- ΔE to the lowest compared entry with this formula, charge and spin: 176.8 kJ/mol
- Molar mass: 108.19 Da
- E_tot: -950.14136 Eh
- HOMO energy: -9.522 eV

***

No. 11
# C2H4OS2

One molecule with the formula C2H4OS2 at a distorted geometry (ωB97M-V/def2-TZVPD, OMol25).

Last column: Mulliken charge in e.
Geometry (Å):
C 0.74 -0.58 0.33  -0.86
C 0.49 0.15 -0.91  0.27
S 1.05 0.15 -2.40  -0.24
S -1.03 1.56 -0.60  0.08
O -1.46 1.01 0.89  -0.51
H 0.51 0.05 1.21  0.32
H 1.74 -1.12 0.32  0.32
H 0.06 -1.48 0.24  0.27
H -2.11 0.25 0.92  0.35

Properties
- ΔE to the lowest compared entry with this formula, charge and spin: 166.0 kJ/mol
- Molar mass: 108.19 Da
- E_tot: -950.14548 Eh
- HOMO energy: -8.579 eV

***

No. 12
# C2H4OS3

A 2-piece molecular cluster, C2H4OS3 overall at a distorted geometry (ωB97M-V/def2-TZVPD, OMol25).

Last column: Mulliken charge in e.
Geometry (Å):
C -0.09 1.25 -0.89  -0.18
C -0.75 -0.05 -1.22  -0.79
O 0.75 -2.40 1.99  -0.38
S 1.27 0.24 2.48  -0.10
S 1.45 1.72 -1.22  -0.20
S 0.67 -1.46 3.11  0.48
H -0.63 1.99 -0.39  0.34
H -0.52 -0.77 -0.45  0.16
H -0.37 -0.52 -2.03  0.36
H -1.79 0.00 -1.37  0.31

Properties
- ΔE to the lowest compared entry with this formula, charge and spin: 193.8 kJ/mol
- Molar mass: 140.25 Da
- E_tot: -1348.33457 Eh
- HOMO energy (spin up / spin down): -8.664 / -8.664 eV

***

No. 13
# C2H4OV

C2H4OV as an isolated structure at a distorted geometry (ωB97M-V/def2-TZVPD, OMol25).

Last column: Mulliken charge in e.
Geometry (Å):
O -0.51 0.06 0.16  -0.58
V -0.11 -0.98 -1.42  0.97
C -0.12 0.99 0.84  0.31
C 1.20 1.47 1.16  -0.80
H 1.83 0.64 1.51  0.35
H 1.67 2.00 0.33  0.31
H -0.59 1.33 2.02  0.19
H 0.76 1.89 2.32  0.25

Properties
- Charge: +1
- Multiplicity: 5
- Molar mass: 95.00 Da
- E_tot: -1097.38763 Eh
- HOMO energy (spin up / spin down): -12.271 / -15.175 eV

***

No. 14
# C2H4P2

One molecule with the formula C2H4P2 at a distorted geometry (ωB97M-V/def2-TZVPD, OMol25).

Last column: Mulliken charge in e.
Geometry (Å):
C -0.38 0.92 0.95  -0.23
P 1.28 0.68 0.76  -0.12
P -0.91 0.22 -0.61  -0.10
C 0.80 -0.53 -0.57  -0.59
H -0.99 1.64 1.43  0.37
H -1.93 -0.76 -0.13  0.02
H 1.41 -0.46 -1.41  0.36
H 0.73 -1.70 -0.43  0.29

Properties
- ΔE to the lowest compared entry with this formula, charge and spin: 66.8 kJ/mol
- Molar mass: 90.00 Da
- E_tot: -761.22943 Eh
- HOMO energy: -8.556 eV

***

No. 15
# C2H4P2

One molecule with the formula C2H4P2 at a distorted geometry (ωB97M-V/def2-TZVPD, OMol25).

Last column: Mulliken charge in e.
Geometry (Å):
P -0.40 0.30 -1.64  -0.04
C -0.34 0.25 0.59  -0.56
C -0.13 -1.05 1.08  -0.18
P 1.40 -0.34 1.19  0.00
H 1.00 0.01 -1.57  0.02
H -0.24 1.71 -1.73  0.04
H -0.72 1.16 0.97  0.38
H -0.59 -2.04 1.11  0.34

Properties
- ΔE to the lowest compared entry with this formula, charge and spin: 227.4 kJ/mol
- Molar mass: 90.00 Da
- E_tot: -761.16829 Eh
- HOMO energy: -8.220 eV

***

No. 16
# C2H4P2

A 2-piece molecular cluster, C2H4P2 overall at a distorted geometry (ωB97M-V/def2-TZVPD, OMol25).

Last column: Mulliken charge in e.
Geometry (Å):
C 3.18 -0.04 0.10  -0.27
C 2.04 -0.31 -0.25  -0.39
P -1.33 0.61 0.03  -0.07
P -0.49 -1.33 -0.10  0.15
H 4.21 0.48 0.01  0.26
H -2.70 0.01 0.16  0.09
H -1.47 0.84 -1.34  0.10
H -0.57 -1.77 1.34  0.13

Properties
- ΔE to the lowest compared entry with this formula, charge and spin: 456.7 kJ/mol
- Molar mass: 90.00 Da
- E_tot: -761.08094 Eh
- HOMO energy: -9.468 eV

***

No. 17
# C2H4S4

A 2-piece molecular cluster, C2H4S4 overall at a distorted geometry (ωB97M-V/def2-TZVPD, OMol25).

Last column: Mulliken charge in e.
Geometry (Å):
S -0.18 1.24 -2.70  -0.19
C 0.87 0.19 -1.77  0.14
C 1.83 -0.14 -0.94  0.13
S 3.18 0.25 0.16  -0.09
S 0.76 -1.53 -1.18  -0.25
H 0.14 2.50 -2.05  0.16
H 3.25 -0.91 0.57  0.11
S -0.66 0.64 1.35  -0.32
H -0.51 -0.41 2.09  0.15
H -1.71 0.17 0.70  0.16

Properties
- ΔE to the lowest compared entry with this formula, charge and spin: 212.7 kJ/mol
- Molar mass: 156.32 Da
- E_tot: -1671.22968 Eh
- HOMO energy: -7.444 eV

***

No. 18
# C2H5B

One molecule with the formula C2H5B at a distorted geometry (ωB97M-V/def2-TZVPD, OMol25).

Last column: Mulliken charge in e.
Geometry (Å):
B -1.43 0.19 0.02  0.06
C -0.02 -0.51 0.07  -0.09
C 1.41 0.03 -0.02  -0.58
H -1.67 1.03 0.99  -0.04
H -2.22 0.05 -0.88  -0.03
H -0.03 -1.63 0.07  0.19
H 2.30 -0.60 -0.11  0.27
H 1.44 1.11 -0.15  0.22

Properties
- ΔE to the lowest compared entry with this formula, charge and spin: 130.0 kJ/mol
- Molar mass: 39.87 Da
- E_tot: -103.94284 Eh
- HOMO energy: -9.247 eV

***

No. 19
# C2H5B

A 2-piece molecular cluster, C2H5B overall at a distorted geometry (ωB97M-V/def2-TZVPD, OMol25).

Last column: Mulliken charge in e.
Geometry (Å):
B 2.07 0.19 -0.04  0.08
C -1.58 -0.45 0.20  -0.34
C -0.88 0.41 -0.49  -0.45
H 2.86 0.84 0.39  -0.02
H 2.24 -0.90 -0.12  -0.01
H -2.63 -0.38 0.23  0.28
H -1.05 -1.02 0.90  0.19
H -1.03 1.31 -1.08  0.27

Properties
- ΔE to the lowest compared entry with this formula, charge and spin: 507.0 kJ/mol
- Molar mass: 39.87 Da
- E_tot: -103.79927 Eh
- HOMO energy (spin up / spin down): -8.102 / -8.589 eV

***

No. 20
# C2H5BClO2

An isolated ion of composition C2H5BClO2 and charge -1 at a distorted geometry (ωB97M-V/def2-TZVPD, OMol25).

Last column: Mulliken charge in e.
Geometry (Å):
Cl -1.32 0.96 -1.68  -0.33
C 0.30 0.23 -1.08  0.05
C -0.20 -1.04 -0.26  -0.54
O -0.95 -0.37 0.76  -0.62
B 0.08 0.61 1.19  0.62
O 0.74 1.09 -0.09  -0.56
H 0.94 0.09 -1.96  0.33
H 0.57 -1.56 0.36  0.27
H -0.84 -1.69 -0.89  0.27
H 1.00 0.11 1.83  -0.26
H -0.32 1.57 1.82  -0.22

Properties
- Charge: -1
- Molar mass: 107.32 Da
- E_tot: -714.80150 Eh
- HOMO energy: -3.910 eV